(1)
Entry from the OMol25 dataset: a cluster of 4 separate species, C21H34B2F4O17P in total (ωB97M-V with the def2-TZVPD basis set).

Element x y z (Å)
C1 0.813 -1.181 4.955
C2 -0.712 -1.163 4.839
O1 -1.167 -1.261 3.495
B1 -1.020 -0.118 2.754
O2 -1.177 1.129 3.391
C3 -0.741 -0.113 1.190
O3 -1.962 -0.591 0.606
B2 -1.610 -0.669 -0.831
O4 -0.184 -1.146 -0.781
C4 0.334 -1.086 0.563
C5 1.758 -0.553 0.270
C6 1.823 0.940 -0.032
P1 2.450 1.908 1.376
O5 3.200 1.109 2.325
O6 3.400 3.097 0.790
C7 3.974 3.899 1.820
C8 3.362 5.308 1.886
O7 1.278 2.640 2.194
C9 0.474 3.562 1.420
C10 -0.471 4.293 2.365
C11 0.225 -2.569 0.997
C12 1.483 -3.163 1.541
O8 2.126 -2.803 2.402
F1 1.904 -4.307 0.874
H1 1.160 -2.181 4.728
H2 1.294 -0.421 4.345
H3 1.035 -1.026 6.012
H4 -1.144 -0.335 5.397
H5 -1.052 -2.071 5.341
H6 -2.063 1.424 3.136
H7 -0.717 0.936 0.882
H8 -2.318 -1.551 -1.285
H9 -1.545 0.368 -1.472
H10 2.035 -1.054 -0.653
H11 2.494 -0.850 1.015
H12 2.591 1.077 -0.796
H13 0.910 1.347 -0.457
H14 3.890 3.465 2.812
H15 5.032 4.008 1.589
H16 4.083 5.977 2.349
H17 3.031 5.660 0.914
H18 2.507 5.257 2.558
H19 -0.112 2.993 0.701
H20 1.125 4.233 0.861
H21 -0.160 5.317 2.559
H22 -1.469 4.290 1.935
H23 -0.484 3.756 3.308
H24 -0.034 -3.137 0.115
H25 -0.565 -2.749 1.725
C13 -3.648 5.405 -1.830
C14 -2.179 5.721 -1.703
O9 -1.733 4.763 -0.770
C15 -2.555 3.663 -0.908
O10 -2.320 2.592 -0.484
O11 -3.674 3.996 -1.616
F2 -1.978 6.965 -1.190
H26 -4.241 5.903 -1.061
H27 -4.051 5.658 -2.809
H28 -1.612 5.618 -2.630
C16 -3.279 -4.564 -3.174
C17 -2.574 -4.574 -4.498
O12 -3.188 -3.504 -5.189
C18 -3.584 -2.604 -4.223
O13 -3.885 -1.483 -4.442
O14 -3.566 -3.185 -2.995
F3 -2.811 -5.738 -5.178
H29 -4.210 -5.136 -3.194
H30 -2.653 -4.934 -2.364
H31 -1.503 -4.400 -4.431
C19 1.914 -6.187 -3.387
C20 2.868 -5.116 -2.920
O15 2.374 -3.959 -3.565
C21 1.031 -4.143 -3.731
O16 0.260 -3.285 -3.983
O17 0.698 -5.454 -3.548
F4 4.134 -5.358 -3.351
H32 2.213 -6.612 -4.347
H33 1.792 -6.990 -2.665
H34 2.877 -4.955 -1.840

Forces on the atoms, in the same order (eV/Å):
C -0.76 -0.09 0.39
C 0.11 -0.91 0.68
O 0.71 0.38 0.08
B 0.13 0.32 -0.51
O -0.54 -0.32 0.16
C -0.82 -1.24 1.07
O 0.22 0.39 0.45
B 0.19 -1.05 -0.23
O 0.36 0.08 0.17
C -0.91 1.23 -2.56
C -0.21 -0.63 0.84
C 0.72 0.85 0.06
P -0.19 -0.19 0.01
O 0.82 -1.03 1.04
O -1.02 -0.30 -0.03
C 0.49 1.30 -0.08
C -0.22 -0.84 0.44
O 0.16 0.52 -1.02
C -0.44 -0.21 0.22
C 0.28 -0.10 -0.14
C 0.50 -0.64 0.25
C -2.87 -0.91 -3.06
O 3.12 1.56 4.09
F -0.20 -0.35 -0.48
H 0.31 0.03 -0.43
H 0.17 -0.02 -0.05
H 0.21 0.25 0.05
H -0.09 0.33 -0.36
H -0.25 -0.03 -0.02
H 0.26 0.32 -0.02
H 1.08 -0.02 -0.25
H -0.24 0.12 -0.39
H -0.49 0.34 0.03
H -0.01 -0.21 -0.09
H 0.02 0.36 0.20
H 0.07 0.16 -0.07
H -0.20 -0.13 0.00
H 0.00 -0.47 -0.10
H 0.11 -0.26 -0.11
H 0.07 0.21 -0.16
H 0.19 0.16 -0.11
H -0.25 0.22 -0.10
H 0.00 -0.09 -0.05
H 0.00 0.10 0.04
H 0.01 0.11 -0.02
H -0.13 0.14 0.10
H -0.13 -0.11 0.09
H -0.16 0.11 -0.25
H 0.00 0.25 0.16
C -0.35 -0.07 -0.27
C 0.04 0.09 0.42
O -0.18 -0.08 -0.49
C -0.14 -0.36 0.08
O -0.04 0.25 0.30
O 0.31 0.26 0.07
F 0.08 0.03 -0.03
H 0.18 0.10 0.07
H -0.01 -0.21 -0.03
H 0.05 0.16 0.01
C 0.04 -0.13 0.61
C -0.15 -0.22 -0.34
O 0.19 0.13 0.46
C 0.04 0.15 0.27
O -0.19 -0.05 -0.15
O -0.16 0.04 -0.60
F 0.01 0.00 -0.11
H 0.04 -0.05 -0.19
H 0.02 0.22 0.07
H -0.08 -0.12 -0.14
C -0.19 -0.38 0.13
C 0.22 0.11 -0.20
O -0.33 -0.28 0.27
C 0.00 0.29 0.05
O 0.06 -0.05 -0.21
O 0.25 0.17 0.02
F 0.04 0.04 0.01
H 0.16 0.12 0.00
H -0.20 0.10 0.04
H 0.12 0.00 0.00

Summary:
E (eV): -78653.8604
Charge: -1
E_HOMO (Ha): -0.144

=====

(2)
Entry from the OMol25 dataset: a structure of composition C21H34BBrFeN6S3 (ωB97M-V with the def2-TZVPD basis set).

Element x y z (Å)
Fe1 0.058 2.161 -0.563
C1 -4.966 1.423 -1.288
C2 -4.950 0.150 -0.456
C3 -5.685 -0.951 -1.220
C4 -5.599 0.425 0.899
N1 -3.552 -0.356 -0.185
C5 -3.382 -1.532 0.532
C6 -2.062 -1.746 0.669
N2 -1.408 -0.721 0.019
B1 0.087 -0.417 0.006
N3 0.906 -1.034 -1.107
C7 0.904 -2.340 -1.552
C8 1.691 -2.393 -2.637
N4 2.173 -1.114 -2.884
C9 1.671 -0.279 -1.944
S1 1.913 1.437 -1.779
C10 3.071 -0.899 -4.084
C11 2.253 -1.267 -5.322
C12 4.271 -1.829 -3.912
C13 3.575 0.529 -4.227
N5 0.724 -0.373 1.393
C14 1.495 -1.319 2.033
C15 1.921 -0.776 3.185
N6 1.432 0.522 3.254
C16 0.708 0.761 2.142
S2 -0.140 2.220 1.682
C17 1.792 1.383 4.444
C18 1.182 2.775 4.374
C19 1.267 0.668 5.687
C20 3.315 1.505 4.467
C21 -2.333 0.139 -0.479
S3 -1.941 1.611 -1.339
H1 -6.013 1.676 -1.456
H2 -4.497 1.287 -2.262
H3 -4.494 2.259 -0.779
H4 -6.695 -0.610 -1.444
H5 -5.770 -1.874 -0.647
H6 -5.182 -1.168 -2.163
H7 -6.609 0.802 0.739
H8 -5.034 1.178 1.449
H9 -5.675 -0.473 1.512
H10 -4.216 -2.107 0.886
H11 -1.537 -2.535 1.179
H12 0.124 0.694 -0.302
H13 0.339 -3.116 -1.065
H14 1.947 -3.225 -3.264
H15 1.926 -2.306 -5.310
H16 2.868 -1.123 -6.209
H17 1.376 -0.624 -5.405
H18 3.987 -2.881 -3.882
H19 4.817 -1.587 -3.000
H20 4.944 -1.696 -4.758
H21 2.772 1.239 -4.397
H22 4.229 0.540 -5.100
H23 4.158 0.850 -3.367
H24 1.681 -2.292 1.611
H25 2.534 -1.193 3.960
H26 0.094 2.749 4.362
H27 1.535 3.342 3.517
H28 1.493 3.299 5.279
H29 0.184 0.551 5.636
H30 1.504 1.267 6.566
H31 1.719 -0.313 5.827
H32 3.677 1.975 3.552
H33 3.808 0.541 4.585
H34 3.607 2.130 5.310
Br1 0.008 4.383 -0.967

Forces on the atoms, in the same order (eV/Å):
Fe 0.19 -0.18 0.01
C -0.06 0.00 -0.02
C 0.10 0.00 0.01
C -0.03 0.02 0.01
C -0.02 0.00 -0.02
N -0.02 -0.02 -0.01
C 0.01 0.00 -0.03
C -0.03 -0.08 -0.04
N -0.05 0.19 0.00
B -0.13 -0.18 0.30
N -0.02 0.03 -0.11
C 0.07 -0.01 0.05
C 0.04 -0.01 -0.04
N -0.02 0.07 0.08
C 0.01 -0.17 0.06
S -0.15 0.11 -0.11
C -0.04 -0.01 0.05
C 0.01 0.00 -0.02
C 0.02 -0.01 -0.03
C 0.00 0.00 0.03
N 0.10 0.15 -0.03
C -0.05 -0.05 0.04
C -0.02 -0.01 0.02
N -0.01 0.00 0.01
C -0.11 -0.13 -0.07
S 0.08 -0.09 -0.03
C -0.03 -0.03 -0.08
C 0.00 0.01 0.05
C 0.02 0.02 0.02
C -0.01 0.00 0.02
C 0.14 -0.03 -0.03
S -0.02 -0.08 0.18
H 0.00 0.01 0.00
H 0.00 0.00 0.01
H -0.02 0.00 0.01
H 0.00 0.00 0.00
H 0.01 -0.01 0.01
H 0.00 0.00 0.00
H 0.00 0.00 0.00
H 0.00 0.00 0.00
H 0.01 -0.01 0.01
H 0.00 -0.01 0.01
H 0.00 0.01 0.01
H 0.04 0.25 -0.23
H -0.01 0.00 -0.01
H -0.02 -0.01 0.02
H -0.01 0.00 0.00
H 0.00 0.00 0.00
H 0.00 0.00 0.00
H 0.01 0.00 0.00
H 0.00 0.00 0.01
H 0.00 0.00 0.00
H -0.02 0.02 0.00
H -0.01 0.01 0.01
H 0.00 0.01 0.02
H 0.02 0.00 0.00
H 0.01 -0.01 -0.01
H 0.00 0.00 0.00
H 0.01 0.00 0.01
H 0.00 0.00 0.00
H 0.00 0.00 0.00
H 0.00 0.00 0.00
H 0.00 -0.01 0.00
H 0.00 0.00 0.00
H 0.00 -0.01 0.00
H 0.00 0.00 0.00
Br 0.04 0.25 -0.12

Summary:
Expectation value of S²: 0.9338
E (eV): -168880.7231
Multiplicity: 2
Charge: +1
E_HOMO (spin up / spin down) (Ha): -0.398 / -0.403

=====

(3)
Entry from the OMol25 dataset: a structure of composition C21H34BMnN6S7Sb (ωB97M-V with the def2-TZVPD basis set).

Element x y z (Å)
Mn1 0.113 0.893 -0.661
C1 1.882 5.673 0.785
C2 1.479 4.487 -0.111
C3 2.329 4.461 -1.388
C4 0.016 4.665 -0.501
N1 1.730 3.257 0.644
C5 2.998 2.989 1.121
C6 2.959 1.845 1.823
N2 1.683 1.349 1.818
B1 1.400 0.038 2.599
N3 -0.090 -0.119 2.950
C7 -0.678 0.805 3.776
C8 -1.997 0.551 3.842
N4 -2.260 -0.544 3.041
C9 -1.063 -0.970 2.522
S1 -0.786 -2.409 1.738
C10 -3.632 -1.005 2.837
C11 -4.118 -1.598 4.170
C12 -4.494 0.198 2.421
C13 -3.769 -2.060 1.744
N5 1.966 -1.188 1.845
C14 2.142 -2.372 2.503
C15 2.568 -3.295 1.622
N6 2.663 -2.691 0.387
C16 2.264 -1.397 0.542
S2 2.325 -0.202 -0.645
C17 3.107 -3.457 -0.779
C18 3.230 -2.640 -2.060
C19 4.499 -4.019 -0.439
C20 2.096 -4.584 -1.025
C21 0.926 2.168 0.992
S3 -0.797 2.177 1.071
H1 1.692 6.606 0.258
H2 2.935 5.639 1.054
H3 1.291 5.664 1.700
H4 2.130 5.343 -1.993
H5 2.063 3.585 -1.979
H6 3.394 4.419 -1.168
H7 -0.087 5.581 -1.078
H8 -0.622 4.721 0.376
H9 -0.321 3.835 -1.124
H10 3.837 3.617 0.908
H11 3.752 1.326 2.324
H12 2.011 0.121 3.643
H13 -0.100 1.586 4.232
H14 -2.761 1.067 4.387
H15 -4.095 -0.854 4.964
H16 -3.470 -2.425 4.453
H17 -5.136 -1.969 4.069
H18 -4.542 0.961 3.193
H19 -5.508 -0.132 2.204
H20 -4.074 0.644 1.523
H21 -3.257 -2.978 2.013
H22 -3.349 -1.704 0.808
H23 -4.826 -2.273 1.594
H24 1.922 -2.456 3.547
H25 2.776 -4.332 1.775
H26 3.930 -1.819 -1.940
H27 2.273 -2.227 -2.365
H28 3.584 -3.295 -2.855
H29 5.176 -3.198 -0.210
H30 4.891 -4.566 -1.294
H31 4.472 -4.690 0.416
H32 1.114 -4.150 -1.202
H33 2.022 -5.259 -0.176
H34 2.386 -5.154 -1.905
S4 0.049 -1.163 -5.218
Sb1 -1.035 0.267 -3.800
S5 0.432 1.919 -2.742
S6 -1.335 -0.593 -1.495
S7 -2.914 1.218 -4.684

Forces on the atoms, in the same order (eV/Å):
Mn 0.05 -0.50 -1.02
C -0.05 -0.26 -0.07
C -0.20 0.84 -0.46
C -0.09 -0.22 0.12
C -0.07 -0.25 -0.03
N 0.28 -1.54 0.37
C 0.05 0.07 -0.03
C -0.07 -0.10 0.16
N 0.15 0.96 -0.52
B -0.14 -0.25 -0.27
N -0.41 0.13 0.14
C -0.29 0.04 0.43
C 0.33 0.39 0.40
N 0.77 0.62 -0.13
C 0.09 -0.68 0.03
S 0.07 -0.69 -0.54
C -0.69 -0.38 0.06
C 0.08 0.07 -0.22
C 0.19 -0.09 0.04
C 0.04 -0.06 0.00
N 0.18 -0.20 -0.22
C 0.35 -0.40 0.12
C 0.06 -0.12 0.73
N -0.52 0.55 0.59
C 0.34 0.36 -0.15
S 0.14 0.48 -0.60
C 0.36 -0.41 -0.57
C -0.13 0.05 0.03
C -0.20 0.06 -0.06
C 0.03 0.20 0.06
C 0.07 1.43 2.26
S -0.30 0.03 -0.13
H -0.02 0.04 -0.07
H 0.13 0.04 0.03
H -0.06 0.02 0.09
H -0.03 0.14 0.01
H 0.03 0.02 -0.05
H 0.17 0.05 0.07
H 0.15 0.15 -0.06
H -0.03 0.09 -0.01
H -0.03 0.16 0.00
H 0.11 0.10 -0.07
H 0.13 -0.08 0.06
H 0.09 0.07 0.08
H 0.01 0.12 0.04
H -0.09 0.09 0.01
H -0.01 0.09 0.12
H 0.05 -0.08 0.03
H -0.12 -0.02 -0.03
H -0.02 0.10 0.11
H -0.06 -0.06 0.01
H 0.02 0.05 -0.12
H -0.08 0.02 -0.06
H 0.05 -0.02 -0.14
H -0.20 0.11 0.08
H -0.07 -0.11 0.18
H 0.02 -0.16 0.02
H 0.03 0.00 -0.09
H -0.01 0.04 -0.10
H 0.07 -0.22 -0.02
H 0.07 0.06 0.00
H 0.02 -0.07 -0.10
H 0.02 -0.11 0.10
H -0.11 0.05 -0.04
H 0.01 -0.12 0.12
H 0.06 -0.06 -0.07
S 0.07 0.00 0.20
Sb 0.25 0.20 1.17
S 0.06 0.30 -1.08
S -1.15 -1.14 -1.06
S 0.03 0.01 0.11

Summary:
Expectation value of S²: 8.7986
E (eV): -145658.6565
Multiplicity: 6
Charge: -2
E_HOMO (spin up / spin down) (Ha): -0.044 / -0.052